--- 1 ---
A 2-piece molecular cluster, C3H9N3O overall, computed with wB97M-V/def2-TZVPD.

For the HOMO energy, the calculation gives -7.9 eV. The value obtained for the LUMO energy is -0.62 eV. The HOMO-LUMO gap comes out at 7.32 eV. As for the spin multiplicity: 1.

Each line ends with the Löwdin charge.
Geometry (Å):
O  -0.50060  -1.16696  0.87271  -0.01
C  -1.17382  -0.26385  0.40288  -0.68
N  -2.30749  0.29499  0.81784  0.08
C  -0.75186  0.62060  -0.71249  0.02
N  0.49626  0.87735  -0.98905  0.08
C  1.62568  0.34248  -0.22088  -0.25
N  1.67189  0.95110  1.09909  0.04
H  -2.36805  1.26316  1.13349  0.04
H  -1.91154  -3.57992  -1.30627  0.02
H  -1.87573  -3.38516  -0.56851  0.01
H  -1.42969  1.18251  -1.33024  0.13
H  0.70300  1.76443  -1.43068  0.15
H  2.52856  0.57577  -0.78090  0.12
H  1.53475  -0.73742  -0.17059  0.11
H  2.61580  0.91778  1.46347  0.07
H  1.14285  0.34313  1.72013  0.07

--- 2 ---
A 2-piece molecular cluster, C3H9N3O overall, computed with wB97M-V/def2-TZVPD.

For the HOMO energy, the calculation gives -8.6 eV. The value obtained for the LUMO energy is -3.36 eV. The HOMO-LUMO gap comes out at 5.26 eV. As for the spin multiplicity: 1.

Each line ends with the Löwdin charge.
Geometry (Å):
O  1.50255  -0.59464  -1.32762  -0.03
C  0.57927  0.18762  -0.43778  -0.51
N  -0.32555  -0.40225  0.58254  0.23
C  -0.85225  -0.17980  -0.73850  -0.13
N  -1.06092  -2.24314  2.60882  0.02
C  0.95004  1.65654  -0.33541  -0.20
N  0.51535  1.92957  -1.69901  0.06
H  -0.44861  -2.99830  2.18653  0.05
H  -1.07285  -1.10143  -1.25413  0.13
H  -1.33499  0.69385  -1.28422  0.15
H  -1.67502  -2.32916  3.34907  -0.04
H  -0.95111  -1.40676  2.11811  -0.10
H  0.19847  2.04748  0.39506  0.14
H  1.91307  1.79282  -0.02833  0.10
H  1.49965  0.06405  -2.07030  0.08
H  0.56290  2.88356  -2.06483  0.04

Most stable structure: 1

--- 1 ---
An isolated molecule of C3H9N3O, computed with wB97M-V/def2-TZVPD.

For the HOMO energy, the calculation gives -9.4 eV. The value obtained for the LUMO energy is 0.72 eV. The HOMO-LUMO gap comes out at 10.09 eV. As for the spin multiplicity: 1. Its SMILES is NCNC(=O)CN.

Each line ends with the Löwdin charge.
Geometry (Å):
O  0.51901  0.09976  1.37787  0.08
C  0.49763  -0.04709  0.18023  -0.49
N  -0.64830  0.10812  -0.58580  0.05
C  -1.87800  0.25810  0.22334  -0.28
N  -2.00785  1.62511  0.69698  0.02
C  1.74547  -0.30206  -0.67176  -0.21
N  1.88777  -1.60872  -1.30486  0.01
H  -0.80663  -0.66566  -1.21941  0.12
H  -1.79556  -0.44752  1.04933  0.11
H  -2.72413  0.04167  -0.41000  0.11
H  -1.50913  1.76629  1.56190  0.06
H  -2.98559  1.86841  0.79712  0.06
H  1.71086  0.46216  -1.45161  0.12
H  2.63517  -0.07758  -0.07424  0.12
H  1.23841  -1.69986  -2.07684  0.06
H  1.61188  -2.32455  -0.64264  0.07

--- 2 ---
A 2-piece molecular cluster, C3H9N3O overall, computed with wB97M-V/def2-TZVPD.

For the HOMO energy (alpha / beta), the calculation gives -7.5 / -7.5 eV. The value obtained for the LUMO energy (alpha / beta) is 0.75 / 0.75 eV. The HOMO-LUMO gap (alpha / beta) comes out at 8.21 / 8.21 eV. As for the spin multiplicity: 1. Its SMILES is C=C/C(N)=[NH+]\[O-].N.

Each line ends with the Löwdin charge.
Geometry (Å):
C  1.00836  -2.09729  0.30523  0.06
C  0.19597  -1.04359  0.49994  -0.09
C  -0.47080  -0.21623  -0.52590  -0.40
N  0.15931  -0.23388  -1.73595  0.14
N  -1.64578  0.29504  -0.34565  -0.18
N  0.41515  1.85563  0.91044  0.03
O  -2.47641  0.32821  0.61882  -0.15
H  1.46263  -2.53176  1.16690  0.06
H  1.17239  -2.38321  -0.61385  0.00
H  -0.08552  -0.75927  1.47966  0.08
H  0.94566  -0.83932  -1.72488  0.07
H  0.10895  0.52092  -2.36937  0.09
H  -1.76656  0.96694  -1.21091  0.20
H  0.51971  1.49040  1.87567  0.04
H  -0.58765  2.05889  1.02780  0.03
H  1.04459  2.58854  0.64206  0.02

Most stable structure: 1